{
  "formula": "C25H54B2NO11",
  "method": "ωB97M-V with the def2-TZVPD basis set",
  "species": ["C", "C", "C", "N", "B", "C", "C", "O", "C", "C", "O", "B", "O", "C", "C", "H", "H", "H", "H", "H", "H", "H", "H", "H", "H", "H", "H", "H", "H", "H", "H", "H", "H", "H", "H", "H", "H", "O", "C", "O", "C", "C", "C", "H", "H", "H", "H", "H", "H", "H", "H", "O", "C", "O", "C", "C", "C", "H", "H", "H", "H", "H", "H", "H", "H", "O", "C", "O", "C", "C", "C", "H", "H", "H", "H", "H", "H", "H", "H", "O", "C", "O", "C", "C", "C", "H", "H", "H", "H", "H", "H", "H", "H"],
  "xyz": [[-1.2252, 2.7267, 5.0371], [-0.7782, 1.2741, 4.8981], [0.6505, 1.1724, 4.3114], [0.6419, 0.7011, 2.9339], [2.0717, 0.4397, 2.2651], [3.3322, 1.0760, 3.1248], [4.6381, 1.0276, 2.3298], [5.1919, 2.3543, 2.0423], [4.2965, 3.0108, 1.2433], [4.2657, 2.5896, -0.1956], [3.5677, 3.8755, 1.6677], [2.2130, -1.2738, 2.0331], [2.1986, -2.1299, 3.1323], [2.2898, -2.0793, 0.6515], [3.1074, -1.3738, -0.4333], [-2.2548, 2.8376, 5.3724], [-1.0950, 3.2506, 4.0943], [-0.5767, 3.2031, 5.7732], [-1.4742, 0.7144, 4.2760], [-0.7506, 0.8444, 5.9021], [1.2314, 0.5276, 4.9910], [1.0593, 2.1812, 4.3196], [0.1221, -0.1717, 2.9540], [2.0702, 0.9789, 1.1326], [3.4935, 0.5220, 4.0573], [3.1720, 2.1162, 3.4030], [4.5182, 0.4690, 1.3985], [5.4053, 0.5049, 2.8971], [3.9592, 3.4485, -0.7852], [5.2295, 2.2652, -0.5806], [3.5192, 1.8168, -0.3548], [2.4985, -1.6491, 3.9114], [1.2980, -2.3499, 0.2849], [2.7798, -3.0381, 0.8648], [2.9390, -0.3003, -0.4445], [4.1681, -1.5721, -0.2750], [2.8831, -1.7454, -1.4280], [1.8927, 3.8381, -2.2393], [1.0798, 3.3839, -1.4717], [0.3946, 2.2884, -1.8353], [-0.4236, 1.5566, -0.9036], [-1.8140, 2.1451, -0.7947], [0.7961, 4.0442, -0.1432], [0.0734, 1.4793, 0.0651], [-0.4773, 0.5471, -1.3041], [-1.7888, 3.1643, -0.4063], [-2.4238, 1.5373, -0.1259], [-2.2875, 2.1760, -1.7787], [0.0992, 4.8698, -0.2923], [1.7394, 4.4337, 0.2332], [0.4013, 3.3722, 0.6156], [-0.5219, -1.9950, -1.3606], [0.0358, -3.0599, -1.3401], [1.1715, -3.2187, -2.0345], [1.9787, -4.3957, -1.9418], [1.4839, -5.4859, -2.8707], [-0.5671, -4.2545, -0.6336], [2.0537, -4.7263, -0.9054], [2.9760, -4.0713, -2.2360], [0.4774, -5.8046, -2.5997], [2.1391, -6.3559, -2.8368], [1.4426, -5.1264, -3.8954], [-1.2970, -4.7176, -1.2978], [-1.0760, -3.8914, 0.2559], [0.1572, -5.0018, -0.3211], [0.6824, -7.3453, -5.0579], [-0.4601, -7.2111, -5.3959], [-1.0925, -6.0640, -5.0728], [-2.3913, -5.7161, -5.5559], [-3.4938, -6.3107, -4.7043], [-1.2258, -8.3113, -6.0979], [-2.4943, -5.9820, -6.6094], [-2.4251, -4.6294, -5.5009], [-3.4754, -7.4008, -4.7252], [-4.4691, -5.9765, -5.0588], [-3.3733, -5.9992, -3.6669], [-1.5993, -9.0058, -5.3463], [-0.5325, -8.8386, -6.7481], [-2.0573, -7.9640, -6.7058], [-3.1916, 4.9248, 3.6616], [-3.8200, 5.5892, 2.8908], [-3.5941, 5.4392, 1.5661], [-4.3905, 6.0587, 0.5589], [-3.9307, 7.4706, 0.2566], [-4.8000, 6.6460, 3.3605], [-5.4491, 6.0175, 0.8225], [-4.2611, 5.4323, -0.3225], [-4.0314, 8.1210, 1.1259], [-4.5158, 7.8949, -0.5603], [-2.8796, 7.4660, -0.0308], [-4.2438, 7.5536, 3.5914], [-5.2707, 6.2828, 4.2705], [-5.5864, 6.8824, 2.6482]],
  "charge": -1,
  "mol_weight_da": 566.3,
  "energy_ev": -52168.2984,
  "orbital_gap_ev": 5.1749
}

***

{
  "formula": "C28H28Cl2O2PPdS",
  "method": "ωB97M-V with the def2-TZVPD basis set",
  "species": ["Pd", "Cl", "C", "C", "C", "C", "C", "Cl", "C", "S", "H", "H", "H", "C", "C", "O", "C", "C", "C", "C", "C", "C", "H", "H", "H", "H", "H", "H", "H", "H", "C", "P", "C", "C", "C", "C", "C", "C", "C", "C", "C", "C", "C", "C", "H", "H", "H", "H", "H", "H", "H", "H", "H", "H", "H", "H", "H", "C", "O", "H", "H", "H", "H"],
  "xyz": [[0.5919, 0.6080, -0.5927], [0.4260, 0.9106, -3.0900], [-0.7289, -0.3846, -3.4611], [-1.0349, -0.5707, -4.7950], [-1.9246, -1.5771, -5.1295], [-2.4742, -2.3651, -4.1281], [-2.1396, -2.1409, -2.8063], [-2.8527, -3.1682, -1.5995], [-1.2525, -1.1291, -2.4112], [-0.9264, -0.9690, -0.6650], [-0.5856, 0.0565, -5.5511], [-2.1873, -1.7466, -6.1637], [-3.1641, -3.1621, -4.3656], [3.5569, -1.6045, 2.0687], [3.0678, -1.1135, 0.7380], [2.9432, 0.0861, 0.5244], [2.6394, -2.0830, -0.3071], [2.5398, -1.6503, -1.6290], [2.0353, -2.4936, -2.6019], [1.6187, -3.7737, -2.2535], [1.7309, -4.2187, -0.9443], [2.2554, -3.3772, 0.0279], [3.9746, -0.7703, 2.6263], [4.2981, -2.3950, 1.9576], [2.7184, -2.0258, 2.6298], [2.8830, -0.6545, -1.8855], [1.9637, -2.1554, -3.6275], [1.2135, -4.4328, -3.0100], [1.4135, -5.2182, -0.6812], [2.3308, -3.7242, 1.0499], [1.0948, 1.9164, 2.3766], [-0.2252, 1.2361, 1.3606], [-1.3772, 2.5573, 0.9663], [-2.6159, 2.2114, 0.4224], [-3.5098, 3.2036, 0.0610], [-3.1692, 4.5416, 0.2272], [-1.9359, 4.8887, 0.7557], [-1.0353, 3.8969, 1.1246], [-1.0831, 0.0712, 2.4310], [-2.0610, 0.5333, 3.3133], [-2.6667, -0.3420, 4.1992], [-2.2985, -1.6812, 4.2087], [-1.3226, -2.1456, 3.3404], [-0.7130, -1.2709, 2.4529], [0.6354, 2.4330, 3.2218], [1.7317, 2.5976, 1.8168], [1.7003, 1.0862, 2.7347], [-2.8768, 1.1697, 0.2752], [-4.4719, 2.9349, -0.3535], [-3.8702, 5.3156, -0.0552], [-1.6745, 5.9298, 0.8881], [-0.0784, 4.1787, 1.5455], [-2.3591, 1.5742, 3.3043], [-3.4260, 0.0179, 4.8796], [-2.7772, -2.3676, 4.8944], [-1.0409, -3.1896, 3.3418], [0.0445, -1.6444, 1.7715], [3.1169, 2.8803, -0.8262], [1.6991, 2.6001, -0.8215], [3.2977, 3.8553, -0.3740], [3.5021, 2.8641, -1.8459], [3.5948, 2.1056, -0.2432], [1.2407, 3.2846, -1.3181]],
  "charge": 1,
  "mol_weight_da": 636.9,
  "energy_ev": -82230.0593,
  "orbital_gap_ev": 7.2159
}